2
Properties=species:S:1:pos:R:3:forces:R:3:nbo_charge:R:1 method="wB97M-V/def2-TZVPD" multiplicity=1 gap_ev=5.23 homo_ev=-9.97 de_lowest_kj_mol=497.1
S 0.000000 0.000000 1.468852 0.000 0.000 -4.609 0.00
S 0.000000 0.000000 -1.468852 0.000 0.000 4.609 0.00